[1]
Formula: C31H35N2S2
Source: the Open Molecules 2025 dataset
Level of theory: ωB97M-V/def2-TZVPD

Cartesian coordinates (Å):
C  6.16  0.30  -0.56
C  4.73  0.72  -0.40
C  3.71  0.09  -1.13
C  2.38  0.53  -1.07
C  1.36  -0.15  -1.89
C  2.10  1.64  -0.26
N  0.78  2.15  -0.21
C  -0.35  1.41  -0.21
N  -1.38  2.27  -0.32
C  -2.70  1.82  -0.35
C  -2.93  0.67  0.41
C  -1.79  0.07  1.11
C  -4.26  0.21  0.51
C  -5.27  0.81  -0.25
C  -6.68  0.33  -0.16
C  -4.96  1.87  -1.11
C  -3.66  2.38  -1.20
C  -3.27  3.37  -2.24
C  -0.90  3.59  -0.43
C  0.43  3.52  -0.38
C  3.08  2.23  0.54
C  2.71  3.25  1.56
C  4.39  1.76  0.46
H  6.80  0.81  0.17
H  6.31  -0.78  -0.41
H  6.57  0.53  -1.55
H  3.97  -0.75  -1.81
H  0.33  0.04  -1.52
H  1.46  0.06  -2.96
H  1.52  -1.25  -1.82
H  -1.91  -1.01  1.29
H  -0.73  0.32  0.41
H  -1.59  0.53  2.09
H  -4.50  -0.61  1.21
H  -7.33  0.81  -0.90
H  -6.76  -0.75  -0.31
H  -7.12  0.52  0.83
H  -5.73  2.29  -1.75
H  -4.11  3.53  -2.93
H  -3.02  4.35  -1.83
H  -2.44  3.02  -2.88
H  -1.54  4.45  -0.46
H  1.16  4.32  -0.40
H  3.56  3.41  2.24
H  2.49  4.23  1.12
H  1.88  2.94  2.20
H  5.17  2.21  1.08
C  2.68  -1.58  3.86
C  1.30  -1.78  3.99
C  0.52  -2.23  2.93
C  1.14  -2.45  1.67
C  0.33  -2.83  0.51
S  1.16  -3.14  -0.96
C  0.04  -3.78  -2.25
C  -1.17  -4.54  -1.77
C  -2.06  -3.80  -0.81
S  -1.33  -3.15  0.73
C  2.54  -2.28  1.53
C  3.29  -1.84  2.62
H  3.29  -1.26  4.73
H  0.82  -1.61  4.96
H  -0.56  -2.41  3.06
H  -0.24  -2.97  -2.93
H  0.73  -4.44  -2.80
H  -1.76  -4.83  -2.65
H  -0.83  -5.45  -1.29
H  -2.58  -2.97  -1.31
H  -2.83  -4.48  -0.41
H  3.04  -2.49  0.56
H  4.37  -1.73  2.51

Computed properties:
energy above the lowest of the compared OMol25 structures with the same formula, charge and spin	42.1	kcal per mole
total charge	+1
LUMO level	-4.625	eV
electronic energy	-2107.80661	Ha
orbital gap	4.29	eV
HOMO	-8.9	eV

Löwdin atomic charge list, values in e, 5 entries:
1. C -0.052
2. C -0.265
3. C -0.006
4. C -0.186
5. C -0.074



[2]
Formula: C31H35N3O9
Source: the Open Molecules 2025 dataset
Level of theory: ωB97M-V/def2-TZVPD

Cartesian coordinates (Å):
C  4.26  -5.40  0.26
C  4.24  -4.58  -1.02
O  3.23  -3.58  -0.90
C  2.98  -2.86  -1.99
O  3.55  -3.03  -3.05
C  1.93  -1.84  -1.77
C  1.19  -1.78  -0.60
C  0.23  -0.81  -0.42
C  0.00  0.13  -1.42
N  -0.92  1.19  -1.23
C  -2.04  1.36  -1.97
O  -2.74  2.34  -1.90
C  -2.44  0.17  -2.87
N  -3.85  -0.06  -2.69
C  -4.32  -0.32  -1.44
O  -3.57  -0.52  -0.49
C  -5.78  -0.37  -1.33
C  -6.56  -0.63  -0.23
C  -7.89  -0.54  -0.67
C  -7.83  -0.23  -1.99
O  -6.56  -0.13  -2.40
C  -0.54  2.24  -0.28
C  -0.96  1.94  1.17
O  -0.38  2.46  2.11
N  -2.03  1.15  1.31
C  -2.48  0.72  2.61
C  -1.97  -0.69  2.93
C  -2.15  -1.02  4.42
C  -0.87  -0.45  5.05
C  0.09  -0.27  3.85
O  -0.57  -0.80  2.71
C  0.93  2.52  -0.41
C  1.38  3.48  -1.29
C  2.74  3.69  -1.48
C  3.67  2.93  -0.79
O  5.02  3.04  -0.91
C  5.54  4.02  -1.78
C  3.22  1.94  0.11
O  4.19  1.22  0.74
C  3.79  0.21  1.64
C  1.86  1.76  0.29
C  0.73  0.07  -2.61
C  1.69  -0.91  -2.78
H  4.47  -4.76  1.11
H  5.02  -6.17  0.20
H  3.29  -5.87  0.42
H  5.21  -4.10  -1.19
H  4.01  -5.21  -1.89
H  1.36  -2.51  0.18
H  -0.33  -0.77  0.50
H  -2.24  0.41  -3.91
H  -1.89  -0.73  -2.58
H  -4.50  0.29  -3.38
H  -6.20  -0.86  0.76
H  -8.78  -0.69  -0.08
H  -8.60  -0.07  -2.73
H  -1.12  3.13  -0.58
H  -2.44  0.66  0.52
H  -2.09  1.44  3.33
H  -3.58  0.73  2.63
H  -2.44  -1.41  2.26
H  -3.05  -0.58  4.83
H  -2.19  -2.10  4.55
H  -0.46  -1.12  5.80
H  -1.07  0.51  5.52
H  1.02  -0.83  3.97
H  0.32  0.79  3.69
H  0.68  4.09  -1.84
H  3.07  4.45  -2.17
H  5.23  3.84  -2.81
H  6.62  3.94  -1.70
H  5.23  5.02  -1.47
H  3.20  -0.57  1.13
H  4.71  -0.22  2.02
H  3.20  0.62  2.47
H  1.50  1.02  0.99
H  0.56  0.81  -3.37
H  2.27  -0.96  -3.69

Computed properties:
energy above the lowest of the compared OMol25 structures with the same formula, charge and spin	0.0	kcal per mole
LUMO level	0.405	eV
electronic energy	-2043.76452	Ha
orbital gap	8.23	eV
HOMO	-7.8	eV

Löwdin atomic charge list, values in e, 5 entries:
1. C -0.064
2. C -0.222
3. O -0.012
4. C -0.451
5. O 0.116



[3]
Formula: C31H35N5O8PPdS3
Source: the Open Molecules 2025 dataset
Level of theory: ωB97M-V/def2-TZVPD

Cartesian coordinates (Å):
Pd  1.67  -0.19  0.24
C  -2.82  -2.15  3.28
C  -1.53  -2.85  3.62
O  -0.43  -1.89  3.67
P  0.53  -1.71  2.43
S  1.39  0.11  2.54
S  -0.24  -1.92  0.62
O  1.64  -2.85  2.58
C  2.44  -2.93  3.78
C  2.20  -4.26  4.46
H  -3.65  -2.87  3.32
H  -2.79  -1.71  2.29
H  -3.03  -1.36  4.00
H  -1.29  -3.64  2.91
H  -1.56  -3.29  4.62
H  2.22  -2.09  4.44
H  3.48  -2.83  3.45
H  1.17  -4.33  4.80
H  2.86  -4.36  5.32
H  2.40  -5.08  3.77
O  2.20  1.94  -3.15
S  1.10  1.05  -2.95
O  -0.19  1.59  -2.64
N  1.49  -0.20  -1.90
C  1.65  -1.37  -2.57
O  2.01  -2.43  -2.05
C  1.34  -1.27  -4.02
C  1.38  -2.28  -4.97
C  1.04  -1.95  -6.28
C  0.69  -0.65  -6.62
C  0.65  0.36  -5.67
C  0.98  0.01  -4.37
H  1.65  -3.28  -4.68
H  1.06  -2.71  -7.04
H  0.43  -0.42  -7.65
H  0.38  1.38  -5.92
C  6.60  0.96  0.48
N  5.73  -0.20  0.35
C  6.19  -1.36  -0.18
C  5.40  -2.44  -0.33
C  4.03  -2.31  0.06
N  3.55  -1.14  0.49
C  4.38  -0.05  0.67
O  3.96  1.00  1.10
N  3.25  -3.39  0.08
H  7.60  0.63  0.78
H  6.19  1.62  1.24
H  6.66  1.51  -0.46
H  7.24  -1.37  -0.46
H  5.78  -3.37  -0.71
H  3.49  -4.15  -0.52
H  2.25  -3.21  0.14
C  -6.78  1.25  -0.96
C  -5.79  1.22  0.18
C  -6.21  0.81  1.44
C  -5.31  0.75  2.50
C  -4.00  1.16  2.31
C  -3.58  1.59  1.05
N  -2.22  1.98  0.91
C  -1.79  3.17  0.39
C  -2.66  4.27  0.34
C  -2.25  5.49  -0.18
C  -0.96  5.66  -0.65
C  -0.08  4.60  -0.58
C  -0.47  3.36  -0.07
C  0.58  2.30  -0.08
O  1.75  2.51  -0.34
O  0.15  1.09  0.22
C  -4.46  1.60  -0.04
C  -3.98  1.94  -1.42
H  -7.79  1.04  -0.60
H  -6.53  0.50  -1.72
H  -6.79  2.22  -1.46
H  -7.24  0.51  1.59
H  -5.64  0.42  3.47
H  -3.29  1.17  3.12
H  -1.52  1.26  1.02
H  -3.67  4.16  0.72
H  -2.96  6.31  -0.20
H  -0.64  6.61  -1.06
H  0.93  4.68  -0.94
H  -2.90  1.85  -1.51
H  -4.25  2.96  -1.70
H  -4.44  1.27  -2.15

Computed properties:
energy above the lowest of the compared OMol25 structures with the same formula, charge and spin	6.0	kcal per mole
2S+1	2
LUMO level (alpha / beta)	-1.059 / -1.921	eV
electronic energy	-3741.96515	Ha
orbital gap (alpha / beta)	5.95 / 5.08	eV
HOMO (alpha / beta)	-7.0 / -7.0	eV

Löwdin atomic charge list, values in e, 5 entries:
1. Pd 0.859
2. C -0.078
3. C -0.270
4. O -0.312
5. P -0.079



[4]
Formula: C31H35N5O8PPdS3
Source: the Open Molecules 2025 dataset
Level of theory: ωB97M-V/def2-TZVPD

Cartesian coordinates (Å):
Pd  0.14  0.23  0.33
C  0.44  6.55  -1.01
C  0.85  5.29  -1.73
O  1.58  4.46  -0.79
P  1.65  2.87  -0.89
S  2.55  0.62  0.13
S  -0.38  2.21  -0.72
O  1.90  2.69  -2.47
C  1.81  1.39  -3.12
C  3.19  0.94  -3.54
H  -0.09  7.21  -1.69
H  1.32  7.07  -0.63
H  -0.21  6.31  -0.17
H  1.51  5.50  -2.57
H  -0.02  4.74  -2.09
H  1.16  1.54  -3.98
H  1.34  0.66  -2.46
H  3.65  1.66  -4.21
H  3.12  -0.02  -4.06
H  3.83  0.81  -2.67
O  -2.64  -2.46  1.17
S  -2.97  -1.30  0.38
O  -3.02  -1.46  -1.05
N  -2.04  -0.02  0.82
C  -2.75  0.97  1.42
O  -2.29  2.02  1.84
C  -4.21  0.62  1.52
C  -5.22  1.38  2.09
C  -6.51  0.87  2.09
C  -6.78  -0.38  1.52
C  -5.77  -1.14  0.96
C  -4.49  -0.61  0.97
H  -4.99  2.35  2.52
H  -7.31  1.44  2.52
H  -7.79  -0.75  1.53
H  -5.96  -2.11  0.52
C  -0.15  3.94  4.09
N  -0.15  2.49  3.94
C  -0.85  1.70  4.77
C  -0.96  0.37  4.57
C  -0.36  -0.16  3.39
N  0.29  0.64  2.53
C  0.43  1.98  2.77
O  1.02  2.73  2.01
N  -0.42  -1.46  3.13
H  -0.37  4.18  5.13
H  -0.90  4.39  3.44
H  0.82  4.34  3.82
H  -1.31  2.19  5.62
H  -1.50  -0.26  5.26
H  -1.13  -2.01  3.60
H  -0.15  -1.80  2.21
C  4.85  -8.34  0.25
C  3.66  -7.61  0.81
C  3.03  -8.09  1.96
C  1.93  -7.44  2.50
C  1.44  -6.30  1.87
C  2.06  -5.81  0.73
N  1.55  -4.64  0.13
C  0.88  -4.63  -1.08
C  0.76  -5.79  -1.85
C  0.10  -5.78  -3.06
C  -0.47  -4.61  -3.55
C  -0.37  -3.46  -2.80
C  0.30  -3.44  -1.58
C  0.33  -2.16  -0.83
O  0.11  -1.09  -1.46
O  0.54  -2.14  0.42
C  3.18  -6.45  0.19
C  3.88  -5.89  -1.01
H  5.01  -9.29  0.77
H  5.76  -7.74  0.36
H  4.73  -8.55  -0.81
H  3.41  -8.99  2.43
H  1.46  -7.82  3.39
H  0.57  -5.79  2.25
H  1.32  -3.86  0.73
H  1.18  -6.72  -1.47
H  0.02  -6.70  -3.63
H  -1.00  -4.61  -4.50
H  -0.82  -2.53  -3.13
H  3.60  -4.85  -1.17
H  3.63  -6.45  -1.92
H  4.97  -5.94  -0.90

Computed properties:
energy above the lowest of the compared OMol25 structures with the same formula, charge and spin	0.0	kcal per mole
2S+1	6
LUMO level (alpha / beta)	0.525 / -2.787	eV
electronic energy	-3741.84169	Ha
orbital gap (alpha / beta)	7.93 / 4.61	eV
HOMO (alpha / beta)	-7.4 / -7.4	eV

Löwdin atomic charge list, values in e, 5 entries:
1. Pd 0.633
2. C -0.070
3. C -0.287
4. O -0.350
5. P 0.456



[5]
Formula: C31H36AlBrN2O5
Source: the Open Molecules 2025 dataset
Level of theory: ωB97M-V/def2-TZVPD

Cartesian coordinates (Å):
Al  1.19  -1.09  0.15
O  4.67  -1.09  1.77
C  3.80  -0.68  1.04
O  2.51  -0.83  1.30
C  4.12  0.13  -0.21
C  3.19  1.34  -0.29
C  3.71  2.39  -1.27
C  3.41  1.72  -2.63
C  2.78  0.40  -2.19
O  2.05  0.77  -0.99
C  3.84  -0.55  -1.60
C  3.25  -1.96  -1.56
O  3.85  -2.91  -1.96
O  2.00  -2.02  -1.12
H  5.17  0.42  -0.13
H  2.87  1.73  0.67
H  4.77  2.59  -1.11
H  3.16  3.33  -1.16
H  4.30  1.56  -3.24
H  2.70  2.30  -3.21
H  2.10  -0.06  -2.90
H  4.74  -0.60  -2.21
C  -4.18  0.88  -2.94
C  -3.05  -0.01  -2.50
C  -2.76  -1.18  -3.18
C  -1.71  -1.99  -2.75
C  -1.36  -3.26  -3.47
C  -0.98  -1.60  -1.64
C  -1.23  -0.42  -0.91
C  -2.29  0.37  -1.39
N  -0.41  -0.14  0.19
C  -0.72  0.97  1.13
C  -2.12  0.84  1.76
C  -2.39  1.98  2.74
C  -1.39  1.90  3.90
C  0.02  2.02  3.33
C  0.18  3.38  2.65
C  -0.82  3.48  1.49
C  -2.24  3.33  2.03
C  -0.54  2.36  0.48
C  0.28  0.91  2.30
H  -4.60  0.55  -3.89
H  -3.84  1.91  -3.07
H  -4.98  0.89  -2.20
H  -3.35  -1.47  -4.04
H  -2.14  -3.55  -4.17
H  -1.22  -4.08  -2.76
H  -0.42  -3.15  -4.02
H  -0.19  -2.29  -1.35
H  -2.55  1.30  -0.93
H  -2.19  -0.12  2.29
H  -2.90  0.82  1.00
H  -3.41  1.88  3.13
H  -1.50  0.94  4.42
H  -1.57  2.69  4.62
H  0.76  1.92  4.13
H  1.20  3.50  2.27
H  0.00  4.19  3.37
H  -0.71  4.44  0.99
H  -2.97  3.40  1.21
H  -2.47  4.14  2.72
H  0.49  2.43  0.11
H  -1.18  2.48  -0.39
H  0.24  -0.07  2.80
H  1.29  1.02  1.92
Br  2.33  -4.68  0.27
C  0.57  -4.16  0.63
C  -0.43  -5.12  0.52
C  -1.70  -4.80  0.96
C  -1.92  -3.57  1.54
C  -0.88  -2.66  1.56
N  0.35  -2.91  1.05
H  -0.18  -6.09  0.13
H  -2.50  -5.53  0.87
H  -2.88  -3.29  1.95
H  -1.02  -1.68  1.98

Computed properties:
LUMO level	-0.156	eV
electronic energy	-4505.30131	Ha
orbital gap	7.33	eV
HOMO	-7.5	eV

Löwdin atomic charge list, values in e, 5 entries:
1. Al 0.147
2. O 0.125
3. C -0.498
4. O 0.023
5. C -0.069



[6]
Formula: C31H36AsHgN2OS
Source: the Open Molecules 2025 dataset
Level of theory: ωB97M-V/def2-TZVPD

Cartesian coordinates (Å):
Hg  -0.21  1.35  3.10
S  2.10  0.88  1.19
C  2.91  -0.64  1.41
C  4.31  -0.65  1.53
C  5.00  -1.84  1.59
C  4.31  -3.05  1.57
C  2.92  -3.05  1.50
C  2.21  -1.87  1.40
As  0.26  -1.81  1.32
C  -0.09  -3.73  1.54
C  -0.05  -4.20  2.85
C  -0.33  -5.53  3.15
C  -0.67  -6.40  2.13
C  -0.72  -5.95  0.82
C  -0.42  -4.62  0.52
C  0.01  -1.69  -0.62
C  -1.28  -1.88  -1.11
C  -1.52  -1.89  -2.47
C  -0.47  -1.72  -3.36
C  0.81  -1.51  -2.88
C  1.05  -1.48  -1.51
H  4.83  0.30  1.56
H  6.08  -1.84  1.66
H  4.85  -3.99  1.60
H  2.40  -4.00  1.49
H  0.21  -3.51  3.65
H  -0.29  -5.88  4.17
H  -0.91  -7.44  2.35
H  -0.98  -6.63  0.02
H  -0.46  -4.29  -0.50
H  -2.10  -2.04  -0.41
H  -2.53  -2.05  -2.84
H  -0.65  -1.74  -4.43
H  1.64  -1.38  -3.57
H  2.05  -1.28  -1.15
N  -2.66  2.94  2.62
C  -3.88  2.70  1.85
C  -4.57  1.39  2.25
C  -3.84  0.12  1.79
N  -2.71  -0.20  2.66
H  -2.88  3.28  3.55
H  -2.07  3.62  2.16
H  -3.61  2.64  0.79
H  -4.61  3.51  1.95
H  -5.57  1.39  1.81
H  -4.68  1.36  3.33
H  -3.45  0.28  0.78
H  -4.57  -0.69  1.74
H  -2.23  -1.03  2.34
H  -3.03  -0.38  3.61
C  0.75  2.78  -5.35
C  0.81  3.02  -3.86
C  1.96  3.52  -3.26
C  2.02  3.77  -1.90
C  3.31  4.31  -1.33
C  0.90  3.50  -1.10
C  0.97  3.82  0.33
O  0.08  3.71  1.16
C  -0.26  2.96  -1.69
C  -1.49  2.63  -0.89
C  -0.28  2.73  -3.06
H  1.65  3.15  -5.84
H  -0.12  3.27  -5.78
H  0.66  1.71  -5.56
H  2.83  3.74  -3.88
H  4.06  4.39  -2.11
H  3.71  3.64  -0.56
H  3.18  5.30  -0.88
H  1.94  4.23  0.66
H  -1.93  3.54  -0.48
H  -1.26  1.97  -0.05
H  -2.23  2.13  -1.53
H  -1.18  2.32  -3.50

Computed properties:
energy above the lowest of the compared OMol25 structures with the same formula, charge and spin	4.5	kcal per mole
2S+1	2
LUMO level (alpha / beta)	0.336 / -1.618	eV
electronic energy	-4174.97717	Ha
orbital gap (alpha / beta)	7.32 / 5.63	eV
HOMO (alpha / beta)	-7.0 / -7.2	eV

Löwdin atomic charge list, values in e, 5 entries:
1. Hg 0.619
2. S 0.483
3. C -0.745
4. C -0.132
5. C -0.092